Record 1
# C24H25Br2N5O2Ti

A molecular structure, C24H25Br2N5O2Ti (the ωB97M-V functional and the def2-TZVPD basis, the Open Molecules 2025 dataset).

As for the relative energy (zero: lowest compared OMol25 entry of this formula, charge and spin): 0.0 kJ/mol. The HOMO-LUMO gap comes out at 6.67 eV. Its HOMO energy is -14.13 eV. The LUMO energy is -7.5 eV. Its net charge is +2. The multiplicity is 1. The value obtained for the calculated total energy is -200025.722 eV.

Atoms and positions in Å:
Br: -2.682 -0.692 6.754
Br: -1.976 -2.633 0.926
Ti: -0.541 0.869 0.692
O: -3.005 3.149 -1.319
O: -1.485 2.243 0.095
N: 0.033 -0.074 -1.514
N: 1.003 -1.962 -1.861
N: 1.053 -1.758 -0.560
N: 0.487 -0.620 -0.376
N: -2.447 -0.072 -0.047
C: 4.000 -2.443 -1.973
C: -0.971 -0.841 4.523
C: 1.961 1.954 0.444
C: -4.941 -0.684 -1.122
C: 0.878 4.122 0.337
C: 3.003 1.017 -0.100
C: 2.964 -1.869 -4.202
C: -3.200 0.853 -0.685
C: -2.404 1.047 3.038
C: 3.012 -2.870 -3.053
C: -4.427 0.604 -1.240
C: -2.950 -1.298 0.046
C: -2.604 2.215 -0.719
C: 1.635 -3.167 -2.473
C: 0.666 2.806 2.333
C: 1.436 1.792 1.738
C: -4.197 -1.642 -0.465
C: 0.418 3.982 1.641
C: -1.255 0.450 2.506
C: -2.109 -0.235 5.042
C: 0.352 -0.940 -2.446
C: -0.545 -0.495 3.251
C: -2.830 0.706 4.308
C: 1.612 3.111 -0.265
H: -4.562 -2.651 -0.333
H: 3.988 1.442 0.101
H: 2.224 -2.139 -4.959
H: -3.713 1.162 4.733
H: 3.932 -1.824 -4.699
H: -4.959 1.407 -1.730
H: 3.713 -1.483 -1.532
H: -0.428 -1.571 5.108
H: 3.328 -3.837 -3.453
H: 2.914 0.902 -1.182
H: 0.341 -0.985 2.855
H: 1.776 0.960 2.348
H: 1.980 3.241 -1.275
H: -5.913 -0.933 -1.527
H: 0.932 -3.523 -3.224
H: 0.319 2.686 3.350
H: 2.754 -0.855 -3.847
H: 4.074 -3.178 -1.171
H: 4.994 -2.311 -2.398
H: -2.966 1.784 2.479
H: 1.689 -3.894 -1.665
H: 2.971 0.038 0.374
H: 0.152 -0.864 -3.502
H: 0.662 5.026 -0.215
H: -0.145 4.777 2.110

Calculated atomic charges, method Mulliken, unit e: atom 1 (Br): -0.090, atom 2 (Br): -0.031, atom 3 (Ti): -0.479, atom 4 (O): -0.509, atom 5 (O): -0.114, atom 6 (N): -0.339, atom 7 (N): 0.545, atom 8 (N): -1.152, atom 9 (N): 1.319, atom 10 (N): 0.574, atom 11 (C): -1.230, atom 12 (C): -0.684, atom 13 (C): 0.674, atom 14 (C): -0.555, atom 15 (C): -0.732, atom 16 (C): -1.583, atom 17 (C): -1.411, atom 18 (C): 0.621, atom 19 (C): -0.628, atom 20 (C): 0.833, atom 21 (C): -0.713, atom 22 (C): 0.033, atom 23 (C): 0.226, atom 24 (C): -1.201, atom 25 (C): -0.399, atom 26 (C): -0.672, atom 27 (C): -0.693, atom 28 (C): -0.664, atom 29 (C): 1.746, atom 30 (C): -0.080, atom 31 (C): -0.357, atom 32 (C): -0.441, atom 33 (C): -0.672, atom 34 (C): -0.282, atom 35 (H): 0.484, atom 36 (H): 0.525, atom 37 (H): 0.368, atom 38 (H): 0.480, atom 39 (H): 0.420, atom 40 (H): 0.573, atom 41 (H): 0.104, atom 42 (H): 0.492, atom 43 (H): 0.287, atom 44 (H): 0.294, atom 45 (H): 0.463, atom 46 (H): 0.863, atom 47 (H): 0.519, atom 48 (H): 0.475, atom 49 (H): 0.480, atom 50 (H): 0.580, atom 51 (H): 0.265, atom 52 (H): 0.385, atom 53 (H): 0.440, atom 54 (H): 0.421, atom 55 (H): 0.384, atom 56 (H): 0.370, atom 57 (H): 0.511, atom 58 (H): 0.473, atom 59 (H): 0.483



Record 2
# C2H2FNO2

C2H2FNO2 in the gas phase in a non-equilibrium geometry (the ωB97M-V functional and the def2-TZVPD basis, the Open Molecules 2025 dataset).

As for the relative energy (zero: lowest compared OMol25 entry of this formula, charge and spin): 407.6 kJ/mol. The HOMO-LUMO gap (alpha / beta) comes out at 9.03 / 9.03 eV. Its HOMO energy (alpha / beta) is -9.29 / -9.29 eV. The LUMO energy (alpha / beta) is -0.3 / -0.3 eV. The multiplicity is 1. Its SMILES is O=C/[N+]([O-])=C\F. The value obtained for the calculated total energy is -10404.959 eV.

Atoms and positions in Å:
F: -1.931 -0.371 -0.271
O: 1.017 1.293 0.195
O: 0.633 -1.941 0.047
N: 0.097 0.463 -0.046
C: 0.881 -0.850 -0.314
C: -1.187 0.608 0.219
H: -1.496 1.451 0.815
H: 1.985 -0.653 -0.647

Calculated atomic charges, method Mulliken, unit e: atom 1 (F): -0.213, atom 2 (O): -0.633, atom 3 (O): -0.334, atom 4 (N): 0.426, atom 5 (C): 0.001, atom 6 (C): 0.040, atom 7 (H): 0.368, atom 8 (H): 0.345



Record 3
# C15H13BF3N

2 unconnected molecules or ions with the total composition C15H13BF3N in a non-equilibrium geometry (the ωB97M-V functional and the def2-TZVPD basis, the Open Molecules 2025 dataset).

As for the relative energy (zero: lowest compared OMol25 entry of this formula, charge and spin): 0.0 kJ/mol. The HOMO-LUMO gap comes out at 7.78 eV. Its HOMO energy is -9.23 eV. The LUMO energy is -1.4 eV. The multiplicity is 1. Its SMILES is FC(F)(F)c1ccc(Cc2ccccc2)cc1.BC#N. The value obtained for the calculated total energy is -26083.627 eV.

Atoms and positions in Å:
F: -2.138 -4.499 -3.142
F: -2.426 -4.861 -0.990
F: -0.486 -5.283 -1.928
N: -1.833 -1.148 3.342
C: 2.308 3.652 0.798
C: -1.884 0.030 3.254
C: -1.295 -0.601 -2.032
C: 2.105 0.909 0.409
C: -0.395 -2.642 -0.426
C: 1.084 1.743 -0.076
C: -1.108 -2.964 -1.583
C: 3.384 2.836 1.190
C: -1.604 -1.923 -2.362
C: 3.241 1.451 1.011
C: 1.165 3.101 0.222
C: -0.466 -0.244 -0.964
C: -1.524 -4.391 -1.919
C: -0.097 1.255 -0.919
C: -0.130 -1.298 -0.073
B: -2.071 1.507 3.219
H: -1.713 0.178 -2.672
H: 2.374 4.731 0.960
H: -1.186 2.292 3.439
H: -0.996 1.885 -0.802
H: 0.106 1.521 -1.990
H: 4.272 3.249 1.674
H: -3.076 1.914 2.692
H: 0.309 -1.136 0.922
H: 4.050 0.789 1.336
H: -0.033 -3.456 0.196
H: 0.290 3.729 0.067
H: -2.195 -2.154 -3.235
H: 1.968 -0.174 0.383

Calculated atomic charges, method Mulliken, unit e: atom 1 (F): -0.275, atom 2 (F): -0.247, atom 3 (F): -0.257, atom 4 (N): -0.438, atom 5 (C): -0.533, atom 6 (C): 0.479, atom 7 (C): -0.884, atom 8 (C): -0.295, atom 9 (C): -0.967, atom 10 (C): 0.719, atom 11 (C): 0.211, atom 12 (C): -0.467, atom 13 (C): -0.661, atom 14 (C): -0.620, atom 15 (C): -0.500, atom 16 (C): 0.370, atom 17 (C): 0.871, atom 18 (C): -0.962, atom 19 (C): -0.044, atom 20 (B): -0.055, atom 21 (H): 0.351, atom 22 (H): 0.356, atom 23 (H): 0.016, atom 24 (H): 0.435, atom 25 (H): 0.471, atom 26 (H): 0.370, atom 27 (H): 0.004, atom 28 (H): 0.648, atom 29 (H): 0.353, atom 30 (H): 0.364, atom 31 (H): 0.329, atom 32 (H): 0.439, atom 33 (H): 0.419